Entry 1:
# C9H10N4

One molecule with the formula C9H10N4 (ωB97M-V/def2-TZVPD, the OMol25 dataset).

Last column: Mulliken charge in e.
Element x y z (Å)
C (-3.6650, 0.4231, -0.4689)  -0.647
C (-2.2678, -0.0861, -0.2844)  -0.412
C (-1.0628, 0.5606, -0.3972)  0.399
C (1.2922, -0.1806, 0.0609)  0.697
C (2.0769, -1.3102, -0.1276)  -0.295
C (3.4552, -1.2099, -0.0527)  -0.475
C (4.0530, 0.0538, 0.0912)  -0.501
C (3.2258, 1.2007, 0.2062)  -0.437
C (1.8405, 1.1012, 0.2277)  -0.620
H (-4.0920, 0.4677, 1.5133)  0.268
H (-4.6130, -0.8853, 0.7587)  0.299
H (-3.5580, 1.5186, -0.5492)  0.309
H (-4.0906, 0.0584, -1.3842)  0.293
H (-0.8233, 1.5683, -0.7353)  0.347
H (1.5964, -2.2762, -0.2207)  0.419
H (4.0502, -2.0934, -0.1802)  0.378
H (5.1196, 0.1579, 0.0606)  0.387
H (3.7403, 2.1684, 0.3194)  0.318
H (1.1448, 1.9398, 0.3146)  0.344
N (-4.5742, 0.1241, 0.6312)  -0.640
N (-0.1365, -0.3648, -0.0815)  0.614
N (-0.7093, -1.5490, 0.1961)  -0.554
N (-2.0022, -1.3870, 0.1020)  -0.492

Forces on atoms 1 to 6 (eV/Å):
0.59 0.76 0.47
0.45 -0.93 0.27
-0.50 0.42 -0.20
-0.49 -0.06 -0.78
0.02 -0.07 0.72
0.14 1.15 -0.17

SMILES: NCc1cn(-c2ccccc2)nn1
ΔE to the lowest compared entry with this formula, charge and spin (eV): 1.614
Orbital gap (eV): 9.639
Max |F| (eV/A): 1.91

Entry 2:
# C9H10NO2S

An isolated ion of composition C9H10NO2S and charge +1 (ωB97M-V/def2-TZVPD, the OMol25 dataset).

Last column: Mulliken charge in e.
Element x y z (Å)
C (-2.2576, 1.7763, 0.7273)  -0.764
C (-0.9327, 1.4275, 0.5195)  0.037
C (-2.9273, 0.7427, 1.2699)  -0.363
C (-0.5880, 0.1527, 0.9071)  -0.539
C (0.6891, -1.7882, 0.5324)  0.031
C (0.7246, -1.7877, -1.0398)  -0.615
C (0.7664, -0.4205, 1.0518)  0.788
C (1.7187, 0.5590, 0.2193)  -0.516
C (1.5343, 0.5224, -1.2529)  -0.225
N (0.4079, -0.4386, -1.5289)  -0.104
O (0.7097, -2.8010, 1.1427)  -0.472
O (2.6363, -0.0498, -0.6541)  -0.436
S (-1.9314, -0.6785, 1.5589)  -0.058
H (-2.8459, 2.7526, 0.6000)  0.324
H (-0.2669, 2.1286, 0.0676)  0.444
H (-4.0505, 0.5617, 1.3456)  0.377
H (1.7721, -1.9558, -1.4738)  0.368
H (0.2511, -2.6557, -1.5133)  0.438
H (1.1045, -0.3537, 2.1109)  0.528
H (1.8614, 1.4115, 0.8890)  0.486
H (1.8276, 1.2559, -1.9587)  0.569
H (0.1429, -0.4434, -2.5239)  0.417
H (-0.3461, 0.0821, -0.9966)  0.286

Forces on atoms 1 to 6 (eV/Å):
-2.49 1.39 0.40
1.11 0.38 -0.34
-2.30 -2.51 0.39
-1.07 0.89 0.97
1.50 -0.62 -2.35
1.87 -1.35 -0.16

SMILES: O=C1C[NH2+][C@@H]2O[C@@H]2[C@H]1c1cccs1
ΔE to the lowest compared entry with this formula, charge and spin (eV): 0.388
Orbital gap (eV): 9.670
Charge: +1
Max |F| (eV/A): 3.42

Entry 3:
# C9H10NO3P

One molecule with the formula C9H10NO3P (ωB97M-V/def2-TZVPD, the OMol25 dataset).

Last column: Mulliken charge in e.
Element x y z (Å)
C (1.3279, 2.5022, -1.1892)  -0.353
C (2.3241, 2.0131, -0.3288)  -0.794
C (0.3023, 1.7514, -1.6284)  -0.532
C (2.2133, 0.6657, 0.0830)  -0.551
C (0.1978, 0.4562, -1.1418)  0.715
C (1.1716, -0.0552, -0.3206)  0.458
C (-1.0216, -0.3702, -1.6544)  0.241
C (-2.0704, -1.5491, 1.7775)  -0.999
C (-0.8366, -0.7530, 1.9755)  -0.079
N (-1.8795, 0.1252, -2.5182)  -0.718
O (-0.7532, -1.5807, -1.1349)  -0.736
O (2.1771, -2.6532, 0.2919)  -0.595
O (0.3416, -1.5992, 1.7332)  -0.368
P (1.0986, -1.6827, 0.3625)  1.059
H (1.2738, 3.5686, -1.3588)  0.350
H (3.0750, 2.7040, -0.0980)  0.461
H (-0.6279, 2.2217, -2.1565)  0.304
H (3.0872, 0.2037, 0.5093)  0.407
H (-2.0141, -1.9575, 0.7180)  0.255
H (-2.1004, -2.5649, 2.3264)  0.296
H (-2.9769, -0.9296, 2.0701)  0.311
H (-0.6849, -0.3753, 2.9354)  0.470
H (-0.8547, 0.2396, 1.3473)  0.152
H (-2.7700, -0.3808, -2.6004)  0.245

Forces on atoms 1 to 6 (eV/Å):
1.31 1.64 1.40
-1.98 -1.27 -1.10
-3.10 -0.05 -0.22
3.42 3.19 -0.20
-2.24 0.80 -2.49
-1.24 -1.72 -0.52

ΔE to the lowest compared entry with this formula, charge and spin (eV): 2.772
Orbital gap (alpha / beta) (eV): 8.602 / 8.603
Max |F| (eV/A): 4.68

Entry 4:
# C9H10NaOS2

C9H10NaOS2 as an isolated structure (ωB97M-V/def2-TZVPD, the OMol25 dataset).

Last column: Löwdin spin population.
Element x y z (Å)
Na (-1.2129, -3.2805, -1.0977)  0.031
C (2.0117, 2.7999, -1.3344)  0.000
C (1.0721, 1.8317, -0.6685)  0.000
C (-0.2222, 2.2054, -0.3384)  0.000
C (-1.0956, 1.3038, 0.2674)  0.000
C (-0.6461, 0.0337, 0.5603)  0.000
C (0.6402, -0.3710, 0.2369)  0.000
C (1.4903, 0.5316, -0.3801)  0.000
S (-1.7827, -1.1182, 1.3041)  0.001
C (-1.1091, -1.1624, 2.9322)  0.000
O (-1.4847, -2.4728, 0.7062)  0.005
H (1.5101, 3.7243, -1.6150)  0.000
H (2.4460, 2.3647, -2.2349)  0.000
H (2.8349, 3.0580, -0.6657)  0.000
H (-0.5686, 3.2044, -0.5755)  0.000
H (-2.1146, 1.5963, 0.4907)  0.000
H (0.9708, -1.3798, 0.4493)  0.001
H (2.4925, 0.2188, -0.6502)  0.000
H (-0.0679, -1.4803, 2.8625)  0.000
H (-1.7026, -1.8897, 3.4854)  0.000
H (-1.1916, -0.1748, 3.3862)  0.000
S (-0.9818, -5.4890, -3.8727)  0.359
C (-1.2883, -4.0543, -3.2481)  0.602

Forces on atoms 1 to 6 (eV/Å):
0.10 -0.55 -1.00
0.04 -0.02 0.01
0.07 0.10 -0.08
-0.24 -0.08 0.10
0.13 0.35 -0.15
-0.13 -0.28 0.12

ΔE to the lowest compared entry with this formula, charge and spin (eV): 0.133
Multiplicity: 2
Orbital gap (alpha / beta) (eV): 4.208 / 8.087
Max |F| (eV/A): 1.51

Entry 5:
# C9H10O

C9H10O as an isolated structure (ωB97M-V/def2-TZVPD, the OMol25 dataset).

Last column: Mulliken charge in e.
Element x y z (Å)
C (1.3150, 1.0271, -0.2724)  0.020
C (1.9594, 0.0203, 0.6602)  -0.989
C (1.1869, -1.2285, 0.4715)  -1.006
C (-0.1585, -0.7013, 0.2080)  0.636
C (-1.4295, -1.3801, 0.3160)  -0.425
C (-2.6337, -0.6898, 0.0297)  -0.148
C (-2.5789, 0.5722, -0.4444)  -1.207
C (-1.3755, 1.1743, -0.5215)  -0.405
C (-0.1088, 0.5177, -0.2566)  0.373
H (2.2971, 1.5982, -1.5205)  0.282
H (1.3070, 2.4538, -0.0129)  0.336
H (2.1066, 0.5346, 1.6644)  0.276
H (2.8665, -0.1662, 0.3623)  0.445
H (1.3385, -1.9819, -0.1007)  0.545
H (1.4400, -1.9968, 1.5992)  0.237
H (-1.4405, -2.5041, 0.9007)  0.158
H (-3.5312, -1.4337, 0.1504)  0.253
H (-3.3243, 1.0206, -0.5444)  0.739
H (-0.9202, 2.0681, -1.0053)  0.303
O (1.6842, 1.0954, -1.6839)  -0.426

Forces on atoms 1 to 6 (eV/Å):
-3.05 4.20 -1.00
-1.32 2.54 0.84
-1.53 1.02 8.89
-2.74 -4.78 1.67
0.41 -1.63 1.90
0.66 -6.02 1.30

ΔE to the lowest compared entry with this formula, charge and spin (eV): 5.546
Orbital gap (eV): 9.644
Max |F| (eV/A): 13.93

Entry 6:
# C9H10O2

One molecule with the formula C9H10O2 (ωB97M-V/def2-TZVPD, the OMol25 dataset).

Last column: Mulliken charge in e.
Element x y z (Å)
C (1.2346, -1.7648, 0.8879)  -0.636
C (-0.3945, -1.7576, -1.0566)  -0.813
C (1.3165, -0.4161, 0.7445)  -0.937
C (-0.1543, -0.4775, -1.2326)  -0.528
C (0.3179, -2.5086, 0.0381)  0.542
C (-0.5973, 2.4762, -0.4612)  -1.132
C (-0.4488, 1.3407, 0.1615)  0.538
C (0.6146, 0.4009, -0.3662)  1.580
C (-1.2062, 0.7217, 1.3450)  -0.990
O (0.1121, -3.6752, 0.2350)  -0.580
O (1.5822, 1.1117, -1.0826)  -0.548
H (1.5019, -2.4061, 1.7050)  0.400
H (-1.0070, -2.2861, -1.7612)  0.433
H (1.8005, 0.1725, 1.4581)  0.530
H (-0.4489, 0.1215, -2.1169)  0.291
H (-1.0722, 3.3011, -0.0573)  0.347
H (-0.2147, 2.7244, -1.3997)  0.260
H (-0.5511, 0.4583, 2.2635)  0.249
H (-2.0075, 1.5339, 1.7021)  0.332
H (-1.6125, -0.1650, 0.9051)  0.314
H (1.2349, 1.0940, -1.9116)  0.348

Forces on atoms 1 to 6 (eV/Å):
-0.91 2.12 -0.53
0.46 -0.52 0.30
-0.89 -1.48 -0.60
0.12 0.55 -2.04
-0.89 0.79 -1.15
-0.40 0.22 0.36

SMILES: C=C(C)C1(O)C=CC(=O)C=C1
ΔE to the lowest compared entry with this formula, charge and spin (eV): 3.208
Orbital gap (eV): 9.651
Max |F| (eV/A): 4.25

Entry 7:
# C9H11Br6Cl3O6

C9H11Br6Cl3O6 as an isolated structure (ωB97M-V/def2-TZVPD, the OMol25 dataset).

Last column: Mulliken charge in e.
Element x y z (Å)
C (-1.0283, 1.5501, -0.0874)  0.540
Br (-0.9241, 0.4840, 1.6063)  0.349
Br (-1.3855, 3.4993, 0.5841)  -0.073
Br (-2.5887, 0.8560, -1.2650)  -0.071
H (-0.1761, 1.4342, -0.7572)  -1.086
C (2.5513, 1.1319, 0.0308)  -0.343
Br (1.7096, -0.3217, 1.1245)  0.117
Br (4.3241, 1.5802, 0.8316)  -0.015
Br (1.3539, 2.6908, 0.1549)  0.011
H (2.6384, 0.8351, -1.0144)  0.538
C (-4.5788, -0.8151, -1.0943)  0.264
Cl (-4.8312, -2.4742, -0.5119)  -0.157
Cl (-5.2677, 0.4217, -0.0784)  -0.128
Cl (-5.2288, -0.5570, -2.7208)  -0.132
H (-3.5085, -0.6096, -1.0760)  0.097
C (-0.6413, -1.0693, 3.4313)  0.176
C (0.6864, -0.4027, 3.7145)  -0.839
O (1.6862, -1.3941, 3.5604)  -0.349
C (1.1123, -2.6172, 3.3861)  0.639
O (1.7749, -3.6483, 3.3421)  -0.539
O (-0.2556, -2.4549, 3.3891)  -0.348
H (-1.0766, -0.7846, 2.4734)  0.078
H (-1.2476, -0.7923, 4.2937)  0.435
H (0.7144, -0.0315, 4.7390)  0.338
H (0.9131, 0.3129, 2.9242)  0.522
C (0.5010, 0.7672, -3.5335)  -0.471
C (0.9800, 0.4137, -2.1017)  0.692
O (2.2524, -0.0622, -2.3305)  -0.449
C (2.5503, -0.2921, -3.6122)  0.590
O (3.6056, -0.7772, -4.0317)  -0.585
O (1.5571, 0.1503, -4.3333)  -0.351
H (0.5813, 1.7749, -3.9410)  0.277
H (-0.4454, 0.3982, -3.9288)  0.251
H (0.4744, -0.4645, -1.7002)  0.529
H (1.2174, 1.2678, -1.4675)  -0.505

Forces on atoms 1 to 6 (eV/Å):
-2.79 0.51 0.50
-3.44 5.81 -5.93
-0.65 -1.55 -1.13
4.74 3.89 0.63
-1.19 0.30 0.78
0.86 0.47 2.17

ΔE to the lowest compared entry with this formula, charge and spin (eV): 9.266
Orbital gap (eV): 8.619
Max |F| (eV/A): 8.99

Entry 8:
# C9H11BrClP

A 2-piece molecular cluster, C9H11BrClP overall (ωB97M-V/def2-TZVPD, the OMol25 dataset).

Last column: Löwdin spin population.
Element x y z (Å)
C (-0.9709, 1.2237, -0.5697)  0.031
C (-1.4805, -0.9836, 0.2451)  0.039
C (-1.8778, 0.2126, -0.3283)  -0.019
C (0.3457, 1.0188, -0.2474)  0.094
C (-0.1350, -1.1806, 0.5645)  0.098
C (0.7350, -0.1691, 0.3266)  0.706
C (-3.2410, 0.8031, -0.4232)  -0.002
C (1.3953, 2.0460, -0.4730)  0.021
C (0.1877, -2.5120, 1.1133)  0.014
P (3.7651, -1.2161, 0.5830)  0.770
Cl (4.1873, -1.7133, -1.3769)  0.136
Br (4.8307, 0.8237, 0.5358)  0.099
H (-1.1265, 2.2308, -1.0053)  0.005
H (-1.9805, -1.8607, 0.5640)  0.006
H (-3.5256, 1.0834, -1.5623)  -0.002
H (-3.9896, 0.0666, -0.1099)  0.000
H (-3.3465, 1.6781, 0.1015)  -0.001
H (2.2205, 2.0792, 0.2030)  0.003
H (1.9990, 1.8611, -1.3237)  -0.001
H (1.1264, 3.1165, -0.6116)  0.001
H (0.6624, -2.2952, 1.9984)  0.001
H (-0.6461, -3.1371, 1.4052)  0.000
H (0.8648, -3.1759, 0.3908)  -0.001

Forces on atoms 1 to 6 (eV/Å):
1.89 0.30 -0.42
1.01 0.97 -0.34
-1.06 1.45 0.56
1.87 0.44 0.47
-0.51 -0.62 -0.74
-0.82 0.20 -0.24

Multiplicity: 3
Orbital gap (alpha / beta) (eV): 7.921 / 6.806
Max |F| (eV/A): 5.43

Entry 9:
# C9H11BrF3N

One molecule with the formula C9H11BrF3N (ωB97M-V/def2-TZVPD, the OMol25 dataset).

Last column: Mulliken charge in e.
Element x y z (Å)
C (-2.1723, -0.0040, 1.4380)  -0.354
C (-1.4298, -1.0786, 1.6139)  -0.521
C (-1.0007, 0.6770, -0.7655)  0.130
C (-1.8603, 1.0981, 0.4238)  -1.142
C (0.3337, -1.1300, 0.0085)  -0.715
C (0.3884, 0.2835, -0.5114)  1.996
C (1.1355, 1.2052, 0.5041)  -2.083
C (1.1585, 0.4213, -1.9097)  -1.745
C (1.5457, -1.6163, 0.7952)  0.975
N (-1.5702, 0.7344, -1.9043)  -0.770
F (1.7203, -2.9511, 0.7487)  -0.307
F (2.7535, -1.1571, 0.4943)  -0.255
F (1.3481, -1.2923, 2.1307)  -0.266
Br (-0.2637, -2.4360, -1.2719)  -0.030
H (-3.0290, 0.0943, 1.9789)  0.528
H (-1.4804, -1.9085, 2.1281)  0.619
H (-2.7797, 1.3771, 0.0460)  0.521
H (-1.3960, 2.0003, 0.8538)  0.341
H (2.0709, 0.8300, 0.7506)  0.548
H (0.5983, 1.0451, 1.4250)  0.540
H (1.1406, 2.1851, -0.0068)  0.422
H (2.2082, 0.1272, -1.6420)  0.357
H (0.8920, 1.5097, -2.0978)  0.495
H (0.8200, -0.3511, -2.5517)  0.473
H (-1.1316, 0.3364, -2.6783)  0.241

Forces on atoms 1 to 6 (eV/Å):
3.69 -0.57 -1.78
2.00 4.85 -5.08
-2.13 0.84 -0.41
1.64 -0.54 0.58
-1.84 -0.49 1.91
2.22 -0.73 -1.06

ΔE to the lowest compared entry with this formula, charge and spin (eV): 2.944
Orbital gap (alpha / beta) (eV): 8.776 / 8.775
Max |F| (eV/A): 7.30

Entry 10:
# C9H11ClN2O2RuS

C9H11ClN2O2RuS as an isolated structure (ωB97M-V/def2-TZVPD, the OMol25 dataset).

Last column: Löwdin spin population.
Element x y z (Å)
Cl (2.6685, -2.1273, -0.4276)  1.059
C (1.2251, 1.8452, -0.6152)  0.048
C (-0.1422, 1.9269, -1.0820)  0.162
C (-0.3351, 0.8639, -2.0396)  0.024
H (-0.8620, 2.6796, -0.7999)  0.006
C (0.9591, 0.2675, -2.3208)  0.100
C (1.8998, 0.9094, -1.4614)  0.251
H (2.9178, 0.5826, -1.3563)  0.018
H (1.6714, 2.5176, 0.0986)  0.000
H (-1.2140, 0.7000, -2.6389)  0.000
C (1.2306, -0.7721, -3.3325)  0.013
Ru (0.1316, -0.0184, -0.1374)  1.464
C (-0.4589, -1.8510, -0.2408)  0.063
O (-0.9464, -2.9097, -0.2271)  0.018
C (1.0523, -0.2254, 1.5117)  0.038
O (1.5092, -0.2795, 2.5813)  0.027
H (0.3312, -1.3506, -3.5315)  0.002
H (2.0013, -1.4492, -2.9622)  0.001
H (1.5270, -0.3364, -4.2897)  0.006
N (-1.7005, -1.3018, 2.8439)  0.032
C (-1.7801, -0.0109, 2.5289)  0.090
N (-2.0679, 0.9119, 3.4507)  0.050
S (-1.8899, 0.4876, 0.8872)  0.520
H (-1.8024, -1.5665, 3.8206)  0.001
H (-1.5959, -2.0260, 2.1426)  0.001
H (-2.1759, 1.8875, 3.1842)  0.004
H (-2.1538, 0.6450, 4.4131)  0.003

Forces on atoms 1 to 6 (eV/Å):
0.12 -0.10 0.10
-0.59 0.16 -0.94
0.22 0.33 -1.35
0.38 1.38 -0.79
-0.02 -0.07 0.06
-0.67 1.07 0.11

ΔE to the lowest compared entry with this formula, charge and spin (eV): 0.000
Multiplicity: 5
Orbital gap (alpha / beta) (eV): 6.703 / 6.175
Charge: +2
Max |F| (eV/A): 6.25